Run i
# CH8O2S2

A cluster of 3 separate species, CH8O2S2 in total (wB97M-V/def2-TZVPD, the Open Molecules 2025 dataset).

Results
Multiplicity: 1
Structure (SMILES): CSS.O.O
HOMO-LUMO gap in eV: 8.9345

Last column: Löwdin charge in e.
Element x y z (Å)
C (1.123, 0.506, -1.272)  -0.46
S (0.609, -1.281, -1.361)  0.42
S (-1.413, -0.832, -1.705)  0.29
H (2.150, 0.290, -1.578)  0.00
H (1.140, 1.017, -0.321)  0.01
H (0.618, 1.136, -2.033)  0.05
H (-2.124, -0.055, -0.844)  -0.17
H (-0.634, 0.674, 1.129)  -0.07
H (0.132, 1.710, 1.904)  0.08
O (-0.464, 1.577, 1.116)  -0.07
H (-0.384, -1.674, 0.883)  -0.09
H (-0.087, -1.745, 2.380)  0.08
O (-0.666, -1.323, 1.702)  -0.08

Run ii
# CH8O2S2

A cluster of 4 separate species, CH8O2S2 in total (wB97M-V/def2-TZVPD, the Open Molecules 2025 dataset).

Results
Multiplicity: 1
HOMO-LUMO gap in eV: 3.8767

Last column: Löwdin charge in e.
Element x y z (Å)
C (0.649, -1.390, 0.765)  -0.65
S (1.838, -0.367, 1.484)  0.81
S (-1.843, -1.075, -0.967)  0.55
H (0.919, -2.441, 0.942)  0.04
H (0.618, -1.313, -0.348)  0.02
H (-0.390, -1.173, 1.118)  0.00
H (-2.860, -1.613, -1.706)  -0.23
H (-1.308, 0.778, -1.731)  -0.15
H (-0.467, 1.777, -1.051)  -0.03
O (-0.834, 1.616, -1.940)  -0.15
H (0.809, 2.869, 1.080)  0.04
H (0.955, 1.357, 1.012)  -0.13
O (0.589, 2.127, 0.516)  -0.12

In terms of stability, run i leads; the second structure lies 423.3 kJ/mol higher.